(1)
C25H42Cl3CrN4O3Si | ωB97M-V/def2-TZVPD

Structure (XYZ):
```
79
Properties=species:S:1:pos:R:3:mulliken_spin:R:1
C 2.2395 -2.5930 -1.1131 0.0090
C 2.1363 -1.6151 -2.2246 -0.0003
H 1.5136 -3.4116 -1.2208 0.0007
H 2.1167 -2.0936 -0.1509 -0.0062
H 3.2438 -3.0415 -1.1408 0.0002
C 2.3419 -2.0671 -3.4831 -0.0038
C 2.4935 -3.4989 -3.8875 0.0006
H 2.5094 -1.3874 -4.3294 0.0001
H 1.8374 -4.2119 -3.3687 0.0002
H 3.5248 -3.8449 -3.7498 0.0001
H 2.3294 -3.6332 -4.9659 -0.0001
Cr 1.5630 0.8351 0.8572 3.7843
Cl 3.0765 -0.6689 1.4979 0.0293
Cl 3.2070 2.2496 0.1504 0.0701
C 0.5862 3.6490 1.0449 0.0435
O 0.2806 2.4161 0.9843 -0.1436
N -0.2959 4.6386 1.0931 0.0129
C -1.7182 4.3706 1.3336 0.0015
C 0.1214 5.9961 0.7416 -0.0003
H 1.6430 3.9456 1.0479 0.0011
H -1.8539 3.8183 2.2727 -0.0002
H -2.1636 3.7955 0.5098 0.0013
H -2.2209 5.3395 1.4118 0.0002
H 0.9733 6.3091 1.3614 0.0008
H -0.7087 6.6836 0.8953 -0.0001
H 0.4434 6.0493 -0.3119 0.0001
H -0.3198 -5.5411 3.7345 0.0001
H -0.8334 -4.0314 1.0120 0.0003
C -1.3996 -5.6328 3.5299 0.0000
C -1.7902 -4.4614 1.3497 -0.0007
N -1.9117 -4.4876 2.7954 0.0000
H -1.9417 -5.7220 4.4825 0.0000
C -2.1999 -3.3361 3.4465 -0.0002
O -2.4037 -2.2537 2.8807 -0.0006
H -2.6229 -3.8964 0.9153 0.0000
H -2.2403 -3.4874 4.5425 0.0001
H -1.5125 -6.5328 2.9219 0.0000
H -1.8379 -5.4935 0.9916 0.0000
O 1.3178 0.1852 -0.7457 0.0777
C 2.0469 -0.1008 -1.9231 0.0089
C 0.7129 0.1673 -4.2049 0.0062
C 1.4942 0.6805 -3.1470 0.0103
H 0.3689 -0.8654 -4.2173 -0.0003
C 0.4140 0.9418 -5.3412 -0.0005
H 3.0972 0.2274 -1.7474 0.0038
C 2.0607 1.9389 -3.3361 -0.0020
H -0.2380 0.5540 -6.1321 0.0002
C 0.9678 2.2079 -5.4961 0.0017
C 1.8245 2.6811 -4.5011 0.0003
H 2.7809 2.2870 -2.5978 0.0030
H 0.7053 2.8402 -6.3556 0.0004
H 2.2799 3.6625 -4.6051 0.0002
Si -1.6209 -0.0661 -1.9129 -0.0044
Cl -1.0910 -2.1247 -2.1775 0.0018
C -2.4817 0.0739 -3.4846 0.0003
C -0.9522 1.7971 -2.0100 -0.0028
C -2.0621 0.0527 -0.1088 0.0822
H -2.4990 1.1238 -3.8001 0.0000
H -3.4543 -0.2630 -3.1046 0.0000
H -2.0480 -0.5909 -4.2487 0.0000
H -1.8641 -0.8222 0.5250 -0.0224
H -3.1432 0.2116 -0.1606 0.0043
H -1.6501 0.9647 0.3466 -0.0066
H -0.5319 2.0974 -2.9730 -0.0009
H -0.2975 2.2339 -1.2549 0.0144
H -1.8728 2.4027 -1.9037 -0.0023
N -1.0559 -0.0397 6.7174 0.0052
C -0.4857 0.1125 5.4858 0.0176
C 0.9103 0.1219 5.2876 -0.0073
C 1.4410 0.2807 4.0033 0.0408
N 0.6939 0.4268 2.8765 -0.0675
C -0.6452 0.3936 3.0818 0.0902
C -1.2469 0.2491 4.3213 0.0118
H -0.4975 -0.1383 7.5503 -0.0005
H -2.0588 -0.0182 6.8276 -0.0003
H 1.5658 -0.0158 6.1360 -0.0009
H 2.5220 0.2876 3.8792 0.0072
H -1.2830 0.4770 2.2116 -0.0702
H -2.3304 0.2114 4.3818 0.0000
```

Output
- Expectation value of S²: 6.014
- Orbital gap (spin up / spin down): 0.149 / 0.257 hartree
- 2S+1: 5
- DFT total energy: -4137.218712 hartree
- Relative energy (zero: lowest compared OMol25 entry of this formula, charge and spin): 65.8 kcal/mol
- Charge: -1
- E_HOMO (spin up / spin down): -1.69 / -4.63 eV



(2)
C24H39IrN3Si2 | ωB97M-V/def2-TZVPD

Structure (XYZ):
```
69
Properties=species:S:1:pos:R:3:lowdin_charge:R:1
Ir -1.0890 0.7478 -0.1232 1.0048
N -2.0213 1.4026 2.9047 0.1349
C -3.1186 1.0193 2.1594 -0.3017
C -4.3453 0.8639 2.8162 0.0156
C -5.4581 0.5484 2.0778 -0.0254
C -5.3414 0.4054 0.6939 -0.0362
C -4.0995 0.5356 0.1345 -0.1208
N -2.9847 0.8056 0.8541 -0.0438
C -0.8549 2.0470 2.5355 -0.2688
C -0.1973 2.7683 3.5391 0.0095
C 0.9291 3.4892 3.2390 -0.0241
C 1.3839 3.5033 1.9225 -0.0279
C 0.7221 2.7518 0.9921 -0.1039
N -0.3698 1.9914 1.2860 -0.0428
H -2.2141 1.4811 3.8900 0.1470
H -4.4057 1.0138 3.8858 0.1250
H -6.4162 0.4302 2.5652 0.1242
H -6.1952 0.1833 0.0719 0.1193
H -3.9498 0.4089 -0.9286 0.1129
H -0.6076 2.7643 4.5401 0.1246
H 1.4368 4.0517 4.0105 0.1251
H 2.2494 4.0744 1.6220 0.1223
H 1.0469 2.6994 -0.0353 0.0852
C -0.8208 -1.5523 2.4520 -0.1813
Si -0.1967 -1.2887 0.6970 0.6578
C -1.2135 -2.3443 -0.5342 -0.6194
C -0.5644 -3.6353 -1.0410 -0.0741
C -2.5509 -2.7280 0.1131 -0.0966
C -1.4601 -1.4141 -1.7337 -0.1075
C 1.6903 -1.5369 0.7360 -0.6234
C 1.9788 -2.7263 1.6709 -0.0912
C 2.3597 -1.8262 -0.6105 -0.0820
C 2.3340 -0.2770 1.3339 -0.0959
H -0.6663 -2.5961 2.7367 0.0464
H -1.8864 -1.3473 2.5474 0.0144
H -0.2798 -0.9361 3.1733 0.0336
H -0.3061 -4.2990 -0.2139 0.0863
H 0.3354 -3.4555 -1.6272 0.0648
H -1.2700 -4.1759 -1.6805 0.0934
H -2.4008 -3.4612 0.9072 0.0889
H -3.2082 -3.1846 -0.6340 0.0939
H -3.0791 -1.8799 0.5485 0.0494
H -0.5559 -1.1859 -2.2944 0.0743
H -1.9325 -0.4164 -1.4682 0.0138
H -2.2161 -1.8187 -2.4158 0.1112
H 1.5517 -3.6585 1.2942 0.0799
H 1.6158 -2.5662 2.6860 0.0696
H 3.0618 -2.8676 1.7333 0.0927
H 2.0286 -2.7691 -1.0465 0.0649
H 3.4400 -1.9136 -0.4526 0.0949
H 2.1896 -1.0302 -1.3309 0.0393
H 1.9054 -0.0070 2.3048 0.0753
H 2.2366 0.5713 0.6562 0.0508
H 3.4030 -0.4537 1.4885 0.0940
C 3.8086 2.6492 -2.7777 -0.1854
Si 2.5387 1.4866 -3.5019 0.4192
C 1.7046 2.2501 -4.9856 -0.1859
C 3.3225 -0.1491 -3.9479 -0.1832
C 1.2567 1.1759 -2.2106 -0.1872
C 0.4569 0.9472 -1.3175 -0.3386
H 4.5941 2.8712 -3.5032 0.0352
H 4.2817 2.2090 -1.8974 0.0291
H 3.3505 3.5952 -2.4820 0.0290
H 2.4300 2.4418 -5.7792 0.0351
H 1.2318 3.1987 -4.7255 0.0320
H 0.9350 1.5885 -5.3871 0.0322
H 4.0124 -0.0277 -4.7858 0.0363
H 2.5683 -0.8827 -4.2394 0.0340
H 3.8857 -0.5605 -3.1080 0.0250
```

Output
- Orbital gap: 0.289 hartree
- DFT total energy: -1785.341409 hartree
- Relative energy (zero: lowest compared OMol25 entry of this formula, charge and spin): 0.0 kcal/mol
- Charge: +1
- E_HOMO: -10.90 eV



(3)
C21H22Cl53N3OP | ωB97M-V/def2-TZVPD

Structure (XYZ):
```
101
Properties=species:S:1:pos:R:3:lowdin_charge:R:1
C 3.3096 -4.0543 5.0683 -0.0760
C 3.8257 -3.0198 4.0642 -0.3241
O 4.3760 -1.8969 4.7263 -0.2285
C 4.0947 -0.6522 4.0953 -0.4366
P 2.6796 0.4254 4.7765 0.3884
Cl 1.2341 -0.4827 3.0483 -0.0400
C 2.0288 -0.8893 6.0025 -0.3797
C 0.8002 -0.3682 6.7513 -0.2855
C -0.4896 -0.8160 6.0578 -0.2503
C -1.7242 -0.0239 6.4383 -0.2188
N -2.9483 -0.6505 5.8615 0.0019
C -2.8562 -0.7281 4.4355 -0.5915
N -3.1097 0.1868 3.5822 0.1143
N -2.4559 -1.9808 3.9931 0.0993
H 2.2195 -4.0049 5.1545 0.0605
H 3.5917 -5.0719 4.7849 0.0620
H 3.7033 -3.8159 6.0609 0.0754
H 3.0050 -2.7105 3.4043 0.0794
H 4.5985 -3.4712 3.4263 0.0469
H 4.9924 -0.0231 4.1783 0.0690
H 3.8979 -0.7955 3.0245 0.0295
H 3.1383 1.3851 3.7703 -0.0445
H 1.5645 1.2764 5.0735 -0.1165
H 3.4988 1.0593 5.7928 -0.0106
H 1.7041 -1.7710 5.4418 0.0362
H 2.8110 -1.1685 6.7122 0.0731
H 0.7992 -0.7948 7.7657 0.1013
H 0.8345 0.7256 6.8784 0.0731
H -0.3386 -0.8161 4.9749 0.0219
H -0.6704 -1.8511 6.3870 0.1153
H -1.8134 -0.0293 7.5301 0.1175
H -1.6403 1.0018 6.0631 0.0498
H -3.7587 -0.0756 6.0807 0.1051
H -3.3917 1.0459 4.0557 0.0406
H -1.8057 -1.9148 3.2143 0.0040
H -2.0691 -2.5374 4.7453 0.0848
C 6.8952 -3.5218 0.3443 -2.0403
Cl 6.1402 -2.5548 1.5941 0.6019
Cl 6.5807 -2.8044 -1.2409 0.4666
Cl 8.6435 -3.6201 0.6187 0.5230
Cl 6.1925 -5.1413 0.3596 0.5028
C 2.7547 -4.5529 -2.0613 -2.0403
Cl 3.0428 -3.8574 -0.4774 0.5365
Cl 2.1101 -3.3280 -3.1502 0.5227
Cl 4.2798 -5.1675 -2.7258 0.4602
Cl 1.6029 -5.8892 -1.9183 0.5051
C -5.4038 -1.4444 0.1494 -1.9474
Cl -4.7695 0.0036 -0.6518 0.5049
Cl -4.5359 -1.7240 1.6354 0.5464
Cl -7.1320 -1.2075 0.4812 0.4767
Cl -5.2245 -2.8231 -0.9523 0.3370
C 5.3493 0.1651 -3.9079 -2.0421
Cl 6.2456 -1.3440 -4.1330 0.4983
Cl 4.0792 0.2771 -5.1318 0.5069
Cl 4.6294 0.1912 -2.3033 0.5478
Cl 6.4510 1.5326 -4.0900 0.5068
C -7.1626 -1.9332 -4.9827 -2.0521
Cl -6.2846 -2.1495 -6.5030 0.5200
Cl -7.7793 -3.4989 -4.4374 0.5198
Cl -6.0894 -1.2712 -3.7609 0.5229
Cl -8.5218 -0.8326 -5.2432 0.4969
C -2.1831 -2.9515 -0.7673 -1.8928
Cl -3.6678 -3.8773 -1.0376 0.3976
Cl -0.7866 -3.9667 -1.1495 0.5092
Cl -2.1826 -1.5379 -1.8318 0.5421
Cl -2.1008 -2.4273 0.9063 0.5554
C 0.1552 4.3297 5.1993 -2.0367
Cl 1.2979 3.9721 6.4941 0.5307
Cl 1.0069 5.1264 3.8709 0.4886
Cl -0.5752 2.8459 4.6218 0.5798
Cl -1.1069 5.4206 5.8180 0.4951
C 6.9173 -6.3890 -5.9065 -2.0600
Cl 5.8039 -5.1890 -6.5652 0.5235
Cl 6.9753 -6.2280 -4.1516 0.5043
Cl 6.3588 -8.0096 -6.3324 0.5221
Cl 8.5315 -6.1288 -6.5754 0.5203
C -12.0596 1.2426 -5.3702 -2.0613
Cl -11.0530 1.3686 -3.9278 0.5272
Cl -11.1895 1.9174 -6.7492 0.5131
Cl -12.4176 -0.4643 -5.6753 0.5010
Cl -13.5651 2.1308 -5.1231 0.5165
C 3.0536 8.1625 1.9820 -2.0638
Cl 4.1542 7.7490 3.2961 0.5269
Cl 3.9473 8.9966 0.7025 0.5098
Cl 2.3318 6.6928 1.3356 0.5125
Cl 1.7803 9.2252 2.5933 0.5161
C -15.1472 1.9201 -9.0699 -2.0589
Cl -14.2188 0.5828 -8.3980 0.5039
Cl -15.7414 1.4880 -10.6768 0.5220
Cl -16.5184 2.2725 -8.0122 0.5172
Cl -14.1168 3.3490 -9.1868 0.5185
C 4.0491 3.9976 -6.8203 -2.0556
Cl 2.9415 2.8369 -7.5590 0.5196
Cl 3.5905 4.2528 -5.1347 0.5172
Cl 5.6981 3.3759 -6.8851 0.5070
Cl 3.9650 5.5279 -7.6988 0.5053
C 6.0682 8.8352 -5.4259 -2.0597
Cl 7.1874 8.8143 -6.7952 0.5162
Cl 4.7223 9.9217 -5.7892 0.5191
Cl 5.4507 7.2100 -5.1508 0.5002
Cl 6.9139 9.4094 -3.9865 0.5230
```

Output
- Orbital gap: 0.202 hartree
- DFT total energy: -25783.957444 hartree
- Charge: -1
- E_HOMO: -4.47 eV



(4)
C2H6N2O3 | ωB97M-V/def2-TZVPD

Structure (XYZ):
```
13
Properties=species:S:1:pos:R:3:lowdin_charge:R:1
C 0.0429 0.6406 -2.1355 0.1177
N 0.0714 -0.4063 -0.4555 -0.0345
N 0.6226 -0.7444 1.8012 -0.0862
C 0.7903 0.5042 0.0919 -0.3508
O -1.2874 -0.5709 -0.2074 -0.0208
O -0.6465 -0.7068 2.4813 -0.1937
O 1.5816 1.3518 0.2522 0.1969
H -1.3487 -0.7259 0.7767 0.0880
H -0.6489 0.1684 2.9003 0.0879
H 0.7851 -1.7248 1.5705 0.0400
H -0.4915 -0.1305 -2.6755 0.0456
H 1.0676 0.8069 -2.4498 0.0538
H -0.5385 1.5377 -1.9504 0.0562
```

Output
- Orbital gap (spin up / spin down): 0.273 / 0.274 hartree
- DFT total energy: -414.744456 hartree
- Relative energy (zero: lowest compared OMol25 entry of this formula, charge and spin): 220.4 kcal/mol
- Charge: 0
- E_HOMO (spin up / spin down): -7.25 / -7.26 eV